Density functional theory data (ωB97M-V/def2-TZVPD) for C23H26N8O2PPt as an isolated structure in a non-equilibrium geometry.

- ⟨S²⟩: 2.011
- Total charge: +3
- DFT total energy: -1940.36933 Eh
- HOMO-LUMO gap (alpha / beta): 7.347 / 5.459 eV
- 2S+1: 3
- Maximum force: 0.0538 Eh/bohr

Geometry (Å):
Pt1 -0.20085 -0.25005 -0.17655
N1 4.09575 -1.37252 0.72279
C1 3.02840 -0.68838 0.32197
N2 1.82715 -1.19580 0.25789
C2 1.62905 -2.52454 0.63398
N3 0.47104 -3.06242 0.40691
N4 -0.46189 -2.34738 -0.16204
C3 -1.37444 -2.86548 -0.92491
C4 -2.38200 -1.99967 -1.46439
C5 -3.57935 -2.48351 -2.00162
C6 -4.50775 -1.58374 -2.48626
C7 -4.21017 -0.22727 -2.44566
C8 -2.99577 0.17697 -1.91304
N5 -2.10213 -0.67930 -1.43622
C9 2.72375 -3.28498 1.18317
C10 2.58855 -4.60681 1.62781
C11 3.70180 -5.30035 2.05509
C12 4.96039 -4.69621 2.05786
C13 5.11667 -3.39045 1.62835
C14 4.00303 -2.68074 1.18683
H1 5.02014 -0.95488 0.69528
H2 3.15496 0.35353 0.05062
H3 -1.36209 -3.91787 -1.18673
H4 -3.76723 -3.54554 -2.01440
H5 -5.44772 -1.93103 -2.88270
H6 -4.90988 0.50031 -2.82377
H7 -2.74487 1.22621 -1.87565
H8 1.61185 -5.06684 1.61905
H9 3.61389 -6.32269 2.39007
H10 5.81883 -5.25788 2.39775
H11 6.09414 -2.92850 1.61969
N6 -0.82682 1.61216 0.02959
C15 -1.39613 2.60341 -0.17411
C16 -2.07954 3.78515 -0.45703
C17 -2.51411 4.62655 0.58145
C18 -3.23108 5.76658 0.27604
C19 -3.52157 6.08441 -1.04597
C20 -3.11306 5.24215 -2.07554
C21 -2.39215 4.09966 -1.79550
H12 -2.28660 4.35597 1.60012
H13 -3.57886 6.40947 1.06801
H14 -4.07275 6.98356 -1.27647
H15 -3.36918 5.48069 -3.09649
H16 -2.07733 3.43582 -2.58842
N7 1.99645 4.94558 -0.57946
C22 2.75238 4.95059 0.69044
P1 2.05436 3.40893 1.55094
O1 0.74809 3.78293 2.16942
O2 2.11657 2.34610 0.51232
C23 3.17556 3.19065 3.05963
N8 2.38199 3.76052 4.16581
H17 1.01991 5.20917 -0.39088
H18 1.99096 3.95130 -0.89228
H19 2.38329 5.56540 -1.30333
H20 2.55600 5.87246 1.23298
H21 3.81647 4.86078 0.48230
H22 4.14647 3.67439 2.95487
H23 3.33618 2.12457 3.21829
H24 2.69817 4.69091 4.45570
H25 2.34933 3.17469 5.00728
H26 1.40732 3.85078 3.70967